Entry 1:
# C3H6N2O2

An isolated molecule of C3H6N2O2 at a distorted geometry (ωB97M-V/def2-TZVPD, OMol25).

Each line ends with the Löwdin charge.
Cartesian coordinates (Å):
H1 -1.62862 -0.64218 -0.41348  0.042
N1 -0.78859 -0.20564 -0.70903  0.116
C1 0.13836 0.07222 0.10547  -0.522
N2 0.19044 -0.19143 1.48576  0.142
C2 -0.85265 -0.80787 2.16016  -0.310
O1 -0.85002 -1.05230 3.34245  0.050
O2 1.17469 0.68838 -0.46186  -0.034
C3 0.84257 0.76605 -2.00338  -0.007
H2 0.99165 0.05695 2.05394  0.158
H3 -1.69879 -1.05553 1.49972  0.127
H4 1.46673 1.61114 -2.20895  0.067
H5 -0.16896 0.94358 -2.43103  0.085
H6 1.18320 -0.18338 -2.41975  0.086

LUMO = 0.85 eV
Structure (SMILES) = [H]/N=C(\NC=O)OC
ΔE to the lowest compared entry with this formula, charge and spin = 237.5 kJ/mol
HOMO level = -10.01 eV



Entry 2:
# C8H11N2O3

A cluster of 2 separate species, C8H11N2O3 in total at a distorted geometry (ωB97M-V/def2-TZVPD, OMol25).

Each line ends with the Löwdin charge.
Cartesian coordinates (Å):
C1 -2.39696 -1.06149 -3.36757  -0.028
C2 -1.44080 -0.33432 -2.57969  0.040
C3 -3.23191 -1.63893 -2.45763  -0.113
C4 -1.78251 -0.55718 -1.26414  -0.192
C5 -1.65039 -0.77100 1.24587  0.095
C6 -1.13077 -0.29507 -0.04863  -0.162
C7 -0.59505 -0.35990 2.08402  -0.092
C8 3.44578 0.88870 1.04277  -0.241
N1 0.37354 0.26966 1.48417  0.011
N2 2.50528 1.54968 2.01975  0.110
O1 -2.90266 -1.40773 -1.19674  0.055
O2 -0.00662 0.37747 0.12603  0.034
O3 2.88951 1.22756 -0.13238  0.005
H1 -2.61303 -0.98616 -4.41830  0.114
H2 -0.85650 0.50932 -2.94288  0.134
H3 -4.09805 -2.43478 -2.62596  0.188
H4 -2.59143 -1.21824 1.30215  0.101
H5 -0.35582 -0.59937 3.11899  0.140
H6 3.28131 -0.21020 1.25760  0.153
H7 4.48523 1.35138 1.16536  0.170
H8 2.66668 2.54197 2.00467  0.143
H9 2.45478 1.07710 2.94686  0.165
H10 1.43415 1.28881 1.64992  0.108
H11 2.11626 0.79273 -0.41422  0.062

Net charge = +1
LUMO = -3.50 eV
ΔE to the lowest compared entry with this formula, charge and spin = 276.3 kJ/mol
HOMO level = -11.77 eV



Entry 3:
# C5H7NO

An isolated molecule of C5H7NO (ωB97M-V/def2-TZVPD, OMol25).

Each line ends with the Löwdin charge.
Cartesian coordinates (Å):
C1 -1.66717 0.16641 -0.51413  -0.052
C2 -0.34969 -0.08808 0.21104  -0.370
C3 -0.19216 -1.50097 0.70083  -0.215
O1 0.87026 -1.98968 1.01620  0.046
C4 0.31617 1.03126 0.98318  0.081
C5 0.94970 0.61073 -0.06216  -0.278
N1 1.98941 0.63222 -0.95026  0.128
H1 -2.48799 0.18350 0.21509  0.080
H2 -1.90495 -0.60471 -1.25688  0.074
H3 -1.65423 1.13659 -1.01807  0.082
H4 -1.12150 -2.11430 0.72063  0.125
H5 0.19115 1.68617 1.82852  0.100
H6 2.27656 -0.29569 -1.23714  0.101
H7 2.78116 1.16962 -0.61842  0.100

LUMO = 0.89 eV
Structure (SMILES) = C[C@]1(C=O)C=C1N
ΔE to the lowest compared entry with this formula, charge and spin = 258.3 kJ/mol
HOMO level = -8.62 eV



Entry 4:
# C3H4N2O

A cluster of 2 separate species, C3H4N2O in total (ωB97M-V/def2-TZVPD, OMol25).

Each line ends with the Löwdin charge.
Cartesian coordinates (Å):
C1 -1.03043 1.51483 0.32399  0.131
N1 -2.15107 1.21884 0.35239  -0.223
O1 -3.32693 0.95556 0.38443  -0.001
H1 0.04212 1.52139 0.28078  0.045
C2 0.01532 -1.85486 -0.19747  0.096
C3 0.85120 -0.98821 -0.18807  -0.298
N2 1.73210 0.05728 -0.15189  0.028
H2 -0.71888 -2.62887 -0.21031  0.024
H3 2.07643 0.31083 -1.07112  0.100
H4 2.51015 -0.10680 0.47728  0.098

LUMO = 0.60 eV
Structure (SMILES) = C#[N+][O-].C#CN
ΔE to the lowest compared entry with this formula, charge and spin = 532.7 kJ/mol
HOMO level = -9.46 eV



Entry 5:
# C23H33O22Pd2

A structure of composition C23H33O22Pd2 at a distorted geometry (ωB97M-V/def2-TZVPD, OMol25).

Each line ends with the Löwdin spin population.
Cartesian coordinates (Å):
Pd1 3.44299 -0.88667 3.15771  1.527
Pd2 4.82256 -1.82427 -0.03150  0.944
C1 0.91683 -0.42219 0.46589  0.001
C2 1.67286 -1.65260 0.90249  0.042
O1 3.03480 -1.44572 1.16910  0.320
H1 1.42587 0.09323 -0.36040  0.000
H2 0.94776 0.32654 1.25984  0.000
H3 -0.07600 -0.69350 0.11031  0.000
H4 1.58708 -2.47287 0.17154  0.017
H5 1.16875 -2.07338 1.79040  0.010
C3 4.14752 3.74748 0.16917  0.001
C4 5.36993 3.88163 1.07791  0.000
O2 5.35293 2.64516 1.82209  0.000
C5 4.16499 2.09157 1.69738  0.007
O3 3.80474 1.09944 2.30260  0.053
O4 3.37341 2.72906 0.86285  0.001
H6 4.44576 3.35042 -0.80581  0.000
H7 3.52368 4.61191 -0.02759  0.000
H8 5.30838 4.75913 1.72683  0.000
H9 6.33559 3.98535 0.59124  0.000
C6 0.48708 2.42812 6.04139  0.000
C7 -0.16265 2.89936 4.73329  0.001
O5 0.03973 1.76026 3.87909  0.003
C8 1.05884 1.06288 4.35303  0.010
O6 1.59327 0.17224 3.72011  0.061
O7 1.44304 1.45720 5.53885  0.001
H10 -0.21579 1.93007 6.70432  0.000
H11 1.01281 3.20870 6.57972  0.000
H12 0.18741 3.86616 4.37915  0.000
H13 -1.23361 3.00345 4.90748  0.000
C9 -2.59700 0.22055 -4.36296  0.000
C10 -3.37666 -1.07156 -4.50700  0.000
O8 -3.28703 -1.63183 -3.18482  0.000
C11 -3.03148 -0.63838 -2.32122  0.000
O9 -3.09565 -0.75594 -1.12999  0.000
O10 -2.73365 0.49853 -2.95260  0.000
H14 -3.04226 1.00622 -4.96693  0.000
H15 -1.54254 0.14357 -4.60834  0.000
H16 -2.96979 -1.76134 -5.24366  0.000
H17 -4.41479 -0.91033 -4.80003  0.000
C12 -2.94064 -3.91716 -0.44006  0.008
C13 -1.85999 -4.69929 0.33445  0.005
O11 -2.14449 -6.08778 -0.02218  0.016
C14 -3.24035 -6.09060 -0.68527  0.066
O12 -3.71373 -7.13068 -1.26968  0.867
O13 -3.86989 -4.98987 -0.81932  0.034
H18 -2.54626 -3.50611 -1.36558  0.000
H19 -3.41928 -3.13302 0.13215  0.002
H20 -1.91692 -4.55814 1.40980  0.001
H21 -0.87304 -4.44156 -0.03303  0.001
C15 2.34807 -0.65157 -4.46962  0.000
C16 1.25697 -1.20325 -3.51364  0.000
O14 0.20497 -1.53322 -4.41126  0.000
C17 0.56927 -1.36136 -5.71669  0.000
O15 -0.15582 -1.53109 -6.62729  0.000
O16 1.86611 -0.99486 -5.77117  0.000
H22 3.32936 -1.10498 -4.36905  0.000
H23 2.39620 0.43663 -4.43845  0.000
H24 0.87208 -0.41435 -2.86784  0.000
H25 1.58319 -2.08854 -2.96782  0.000
C18 -2.80323 -0.89643 2.20151  0.000
C19 -3.18497 -0.43518 3.61264  0.000
O17 -2.28174 -1.19729 4.43907  0.000
C20 -1.70962 -2.17817 3.73148  0.000
O18 -0.95084 -2.97770 4.16441  0.000
O19 -2.13576 -2.13797 2.42950  0.000
H26 -2.12202 -0.19354 1.71946  0.000
H27 -3.66624 -1.00266 1.54987  0.000
H28 -4.21057 -0.64515 3.90330  0.000
H29 -2.95682 0.61649 3.76306  0.000
C21 0.75840 3.02902 -0.89809  0.000
C22 -0.50151 2.24450 -1.32562  0.000
O20 -1.26067 3.22586 -2.02611  0.000
C23 -0.50877 4.33642 -2.26103  0.000
O21 -0.86440 5.29052 -2.83611  0.000
O22 0.74068 4.18634 -1.70035  0.000
H30 1.66112 2.43672 -1.05261  0.000
H31 0.70143 3.26008 0.16951  0.000
H32 -1.04605 1.87160 -0.46154  0.000
H33 -0.29395 1.42976 -2.02178  0.000

Net charge = +3
LUMO (spin up / spin down) = -9.83 / -12.18 eV
ΔE to the lowest compared entry with this formula, charge and spin = 0.0 kJ/mol
Spin multiplicity = 5
<S²> = 6.009
HOMO level (spin up / spin down) = -16.77 / -16.77 eV



Entry 6:
# C30H42N4O5

A cluster of 5 separate species, C30H42N4O5 in total at a distorted geometry (ωB97M-V/def2-TZVPD, OMol25).

Each line ends with the Löwdin charge.
Cartesian coordinates (Å):
C1 0.20114 -3.39798 0.69501  -0.074
C2 0.41493 -2.17029 -0.33129  -0.240
O1 0.89868 -1.03881 0.47706  -0.214
C3 1.32383 0.02450 -0.40707  -0.231
C4 1.06823 1.50979 0.14908  -0.160
C5 -0.21575 1.66852 1.09603  -0.182
C6 -1.50828 2.24140 0.30180  -0.193
C7 -2.89562 2.02418 1.08394  -0.117
C8 -3.10693 0.45691 1.25781  -0.042
C9 -3.60200 -0.54971 0.38521  -0.048
C10 -4.15253 -0.32848 -1.09481  -0.120
C11 -5.60794 0.35572 -1.07182  -0.174
C12 -6.73247 -0.49089 -0.30090  -0.243
O2 -6.65180 -0.43705 1.14261  -0.102
C13 -3.56893 -1.96878 1.10517  -0.275
O3 -4.12151 -3.04448 0.78935  0.114
O4 -2.70622 -1.80368 2.25658  0.067
C14 -2.77217 -0.40905 2.56445  -0.300
O5 -2.64485 0.18156 3.66405  0.094
H1 -0.22391 -4.30577 0.12718  0.089
H2 1.16972 -3.63846 1.25532  0.081
H3 -0.54523 -3.01665 1.49409  0.072
H4 1.22569 -2.39017 -1.11702  0.116
H5 -0.57305 -1.90428 -0.84149  0.119
H6 2.47506 -0.08772 -0.51715  0.113
H7 0.86063 -0.08049 -1.44731  0.121
H8 0.92291 2.18199 -0.78471  0.120
H9 2.02079 1.86927 0.67104  0.095
H10 -0.43994 0.73194 1.71619  0.105
H11 0.05248 2.49040 1.86906  0.121
H12 -1.31858 3.37112 0.16300  0.122
H13 -1.57722 1.74238 -0.72369  0.106
H14 -3.73340 2.49987 0.44882  0.114
H15 -2.85042 2.56912 2.10098  0.133
H16 -4.22691 -1.34743 -1.61898  0.127
H17 -3.46996 0.35060 -1.73471  0.120
H18 -5.61978 1.43876 -0.69473  0.111
H19 -5.95434 0.40919 -2.17744  0.124
H20 -6.81624 -1.58291 -0.67406  0.139
H21 -7.74808 -0.00771 -0.58739  0.103
H22 -6.04977 0.27070 1.45434  0.082
C15 3.76713 -2.56634 -5.10044  -0.113
C16 3.91188 -3.00726 -3.76165  -0.113
C17 3.91359 -1.89113 -2.96132  -0.158
N1 3.77991 -0.79239 -3.76785  0.000
C18 3.68460 -1.19546 -5.07315  -0.142
H23 3.72656 -3.18347 -5.98586  0.091
H24 4.00392 -4.02820 -3.42117  0.092
H25 3.99945 -1.78396 -1.89038  0.097
H26 3.75478 0.16314 -3.45032  0.142
H27 3.56816 -0.47397 -5.86766  0.105
C19 -10.41267 -1.70395 -3.82868  -0.115
C20 -10.26127 -2.14746 -2.49126  -0.112
C21 -10.26962 -1.03391 -1.68750  -0.158
N2 -10.41583 0.06588 -2.49050  -0.001
C22 -10.50919 -0.33410 -3.79711  -0.146
H28 -10.44841 -2.31880 -4.71594  0.090
H29 -10.15830 -3.16841 -2.15402  0.092
H30 -10.18320 -0.92906 -0.61638  0.107
H31 -10.45023 1.02000 -2.17000  0.144
H32 -10.63437 0.38861 -4.58923  0.104
C23 6.47645 2.59208 1.61767  -0.128
C24 5.68091 3.09333 2.67737  -0.104
C25 4.62527 2.22964 2.84085  -0.139
N3 4.75154 1.22751 1.91578  0.001
C26 5.88071 1.43781 1.16911  -0.151
H33 7.38479 3.02649 1.22705  0.087
H34 5.86091 3.98672 3.25694  0.095
H35 3.79669 2.24220 3.53290  0.108
H36 4.11358 0.45542 1.80266  0.139
H37 6.16109 0.75089 0.38447  0.106
C27 10.94929 1.94764 3.39753  -0.117
C28 10.70489 1.36579 4.66556  -0.119
C29 9.46496 0.77681 4.61313  -0.141
N4 8.94997 0.98569 3.36184  0.009
C30 9.85058 1.69405 2.61270  -0.152
H38 11.83152 2.49079 3.09198  0.089
H39 11.36324 1.37592 5.52186  0.089
H40 8.90568 0.22959 5.35693  0.104
H41 8.04869 0.66739 3.04155  0.128
H42 9.63212 1.95728 1.58895  0.098

LUMO = -0.85 eV
Structure (SMILES) = CCOCCCCCC1=C(CCCO)C(=O)OC1=O.c1cc[nH]c1.c1cc[nH]c1.c1cc[nH]c1.c1cc[nH]c1
ΔE to the lowest compared entry with this formula, charge and spin = 637.4 kJ/mol
HOMO level = -8.09 eV



Entry 7:
# C11H12NO2

A cluster of 2 separate species, C11H12NO2 in total at a distorted geometry (ωB97M-V/def2-TZVPD, OMol25).

Each line ends with the Löwdin spin population.
Cartesian coordinates (Å):
C1 3.27081 1.23013 -0.18762  0.154
C2 2.41566 2.18014 0.30927  -0.007
C3 2.90757 -0.13815 -0.37219  -0.006
C4 1.10540 1.82157 0.43847  0.144
C5 1.64020 -0.50482 -0.14048  0.112
C6 0.64084 0.49253 0.19667  0.111
C7 -0.72530 0.16765 0.34052  1.066
C8 -2.64086 2.31552 -0.12231  0.024
C9 -1.41003 -1.92220 -0.45279  0.185
C10 -0.97009 -1.70589 -1.86712  0.027
C11 -1.69432 -1.31986 1.99465  0.025
N1 -1.18364 -1.14676 0.61131  0.087
O1 -3.34848 1.53474 -0.57831  0.020
O2 -1.89853 3.12169 0.26580  0.014
H1 4.31052 1.51825 -0.18982  0.008
H2 2.59359 3.21415 0.23103  -0.003
H3 3.74898 -0.58531 -1.00310  0.001
H4 0.44755 2.55431 0.91980  0.006
H5 1.38130 -1.64096 -0.14345  0.002
H6 -2.27833 -2.53829 -0.29475  0.007
H7 -1.82582 -1.94966 -2.56383  0.003
H8 -0.16636 -2.25943 -2.08018  0.006
H9 -0.70236 -0.70829 -1.96303  0.006
H10 -1.99502 -2.33409 2.13612  0.004
H11 -2.55965 -0.67052 1.87082  0.001
H12 -1.06362 -0.72646 2.64450  0.003

Net charge = +1
LUMO (spin up / spin down) = -4.68 / -6.09 eV
ΔE to the lowest compared entry with this formula, charge and spin = 42.6 kJ/mol
Spin multiplicity = 3
<S²> = 2.067
HOMO level (spin up / spin down) = -11.60 / -13.09 eV



Entry 8:
# C6H13N2

The ion C6H13N2 with charge +1 at a distorted geometry (ωB97M-V/def2-TZVPD, OMol25).

Each line ends with the Löwdin charge.
Cartesian coordinates (Å):
C1 0.96165 0.73044 -1.08197  -0.060
C2 0.82349 0.30802 0.15018  -0.074
C3 0.01916 0.17210 -2.17018  -0.130
C4 -1.06385 -0.57897 -0.06585  -0.173
C5 0.53154 0.67787 2.62610  -0.054
C6 1.47462 0.36694 1.42261  -0.223
N1 -1.05238 -1.89779 -0.13603  0.073
N2 -1.33722 0.20069 -1.50366  0.064
H1 1.77072 1.31170 -1.59121  0.136
H2 -0.07377 0.74890 -3.04401  0.108
H3 0.21086 -0.82718 -2.47611  0.113
H4 -1.57822 0.03493 0.67467  0.125
H5 0.04390 -0.33854 2.93737  0.121
H6 -0.18177 1.52180 2.30693  0.108
H7 0.92977 1.09301 3.44946  0.016
H8 2.09219 -0.59182 1.39100  0.160
H9 2.21372 1.04636 1.27614  0.086
H10 -1.93022 -2.36124 0.03131  0.109
H11 -0.37880 -2.51250 -0.64952  0.146
H12 -1.58264 1.21031 -1.35380  0.187
H13 -1.89275 -0.31504 -2.19344  0.164

Net charge = +1
LUMO = -3.03 eV
ΔE to the lowest compared entry with this formula, charge and spin = 370.0 kJ/mol
HOMO level = -13.37 eV